Below is C28H36BiCl2NO2P2S3 as an isolated structure, with properties calculated with ωB97M-V with the def2-TZVPD basis set.

The value obtained for the energy relative to the best compared isomer or geometry (same formula, charge and spin) is 16.1 kJ/mol. The LUMO energy comes out at -0.192 Eh. The HOMO energy is -13.37 eV. For the electronic energy, the calculation gives -117160.737 eV. Its total charge is +2. As for the frontier orbital gap: 0.29954 Ha.

```
75
Properties=species:S:1:pos:R:3:forces:R:3
H 0.233 2.996 1.457 0.0 0.0 0.0
H 2.516 -4.079 -3.223 0.0 0.0 0.0
H -0.292 -3.462 3.591 0.0 0.0 0.0
H -6.544 0.790 3.225 0.0 0.0 0.0
C 2.745 -3.566 -2.298 -0.1 0.1 0.0
H -2.128 -1.695 3.364 0.0 0.0 0.0
H -2.451 0.914 1.951 -0.1 0.0 0.0
H -0.618 -2.695 0.893 0.0 0.0 0.1
H 2.015 3.736 -0.761 0.0 0.0 0.0
H -2.477 3.879 -0.992 0.0 0.0 0.0
C 1.256 3.529 -1.516 0.0 0.1 0.0
H -2.347 0.852 -4.893 0.0 0.0 0.0
C -3.468 3.221 -2.762 0.0 0.0 0.0
C -1.358 2.336 -2.003 0.0 0.0 -0.1
H -1.384 -1.283 -4.552 0.0 0.0 0.0
H -0.732 4.195 0.576 0.0 0.0 0.0
C -0.546 3.128 0.706 0.0 0.1 0.0
C -0.813 -1.319 -3.624 0.0 -0.1 -0.1
H 6.552 0.256 3.794 0.0 0.0 0.0
C -1.223 -1.697 2.756 0.0 0.0 -0.1
H -4.300 3.897 -2.624 0.0 0.0 0.0
H 0.757 4.455 -1.807 0.0 0.0 0.0
C -0.098 -2.388 3.530 0.1 0.0 0.0
H -0.093 -2.031 4.561 0.0 0.0 0.0
H 7.310 -1.062 1.849 0.0 0.0 0.0
H 1.364 1.665 -4.706 0.0 0.0 0.0
H 0.242 0.667 -5.651 0.0 0.0 0.0
H -0.065 -2.111 -3.705 0.0 0.1 0.0
H 3.570 -4.029 -1.773 0.0 0.0 0.0
C 4.474 -0.092 3.410 0.0 0.0 0.0
H 2.042 -2.746 3.558 0.0 0.0 0.0
C -2.434 3.204 -1.838 0.0 0.0 0.0
H 1.713 -0.054 -4.960 0.0 0.0 0.0
C 3.977 -1.476 1.480 0.0 0.0 -0.1
O -1.386 -0.300 -0.138 0.0 0.2 0.0
C -5.730 0.375 2.645 0.0 0.0 0.0
N 2.943 1.047 -0.814 -0.1 -0.1 -0.3
C -4.906 -1.287 1.117 0.0 0.0 0.0
C 3.562 -0.719 2.574 0.1 0.0 -0.1
O 1.160 0.159 1.761 0.1 0.1 0.2
H 1.414 -2.579 1.921 -0.1 0.0 0.1
S 4.946 2.453 0.486 -0.1 0.0 0.0
H 1.745 3.087 -2.383 0.0 0.0 0.0
H -0.965 -0.652 2.578 0.0 -0.1 0.0
H -1.489 -1.554 -2.802 0.0 0.0 0.0
H 5.670 -2.160 0.367 0.0 0.0 0.0
C -1.323 1.469 -3.106 0.0 0.0 0.0
S -2.379 -1.406 0.199 0.0 -0.1 -0.2
C -2.361 1.508 -4.031 0.0 0.0 0.0
C -3.428 2.379 -3.864 0.0 0.0 0.0
C -1.524 -2.396 1.434 0.1 -0.1 0.1
C 6.253 -0.967 2.058 0.0 0.0 0.0
Bi 1.070 -0.044 -0.590 0.0 0.1 -0.2
C -3.662 -0.675 1.168 -0.1 0.0 0.0
H -4.322 1.867 3.281 0.0 0.0 0.0
H -1.457 2.633 1.037 0.0 0.0 0.0
H -5.071 -2.156 0.490 0.0 0.0 0.0
P 0.022 2.400 -0.840 0.0 -0.3 0.2
C -5.944 -0.758 1.873 0.0 0.0 0.0
C 5.831 -0.228 3.150 0.0 0.0 0.0
H -4.227 2.398 -4.593 0.0 0.0 0.0
Cl 3.185 -1.892 -2.666 0.0 0.0 0.0
C 5.328 -1.589 1.220 0.1 0.0 0.0
H 4.131 0.501 4.250 0.0 0.0 0.0
C 0.919 0.675 -4.795 0.0 0.0 -0.1
Cl 1.302 -3.642 -1.259 0.0 0.0 0.0
C 1.308 -2.215 2.950 0.0 0.0 0.0
S 1.862 -0.495 2.967 -0.2 0.0 0.0
H -2.121 -3.301 1.567 0.0 0.0 0.0
H -6.920 -1.224 1.846 0.0 0.0 0.0
H 3.259 -1.981 0.839 0.0 0.0 0.0
C -4.479 0.985 2.674 0.0 0.0 0.0
C -3.434 0.460 1.935 0.0 0.0 0.0
C 3.803 1.637 -0.237 0.1 0.0 0.1
P 0.020 0.256 -3.281 0.1 0.0 0.3
```
Positions in Å, forces in eV/Å.

Atom charges from the Löwdin analysis, given in e for atoms 1 to 4: 0.06 0.04 0.13 0.12